Below is an isolated molecule of C3H5N3OS in a non-equilibrium geometry, with properties calculated with wB97M-V/def2-TZVPD.

Computed properties:
frontier orbital gap: 9.5 eV
ΔE to the lowest compared entry with this formula, charge and spin: 527.9 kJ/mol
M: 131.2 g/mol
SMILES string: N/N=C\[C@@H]1ON=CS1

Structure (ORCA input):
```
! RIJCOSX wB97M-V def2-TZVPD def2/J DEFGRID3
* xyz 0 1
N -2.9169 0.3826 0.1000
N -2.1873 -0.5812 -0.5534
C -0.9424 -1.0042 -0.4077
C 0.0204 -0.3787 0.7499
O 0.0525 0.9897 0.8486
N 0.8863 1.5542 -0.4118
C 1.7687 0.7092 -0.6889
S 1.7591 -0.8284 0.1313
H -3.5587 0.7822 -0.6337
H -2.1945 0.9890 0.7369
H -0.6358 -1.8623 -1.0794
H -0.3128 -0.9799 1.6981
H 2.5809 0.9602 -1.4757
*
```

Here are the Löwdin charges for atoms 1 to 8, given in e:
1 N -0.02
2 N -0.12
3 C -0.18
4 C -0.57
5 O -0.20
6 N 0.09
7 C -0.53
8 S 0.90

Below is a cluster of 15 separate species, C93H201N15O15 in total in a non-equilibrium geometry, with properties calculated with wB97M-V/def2-TZVPD.

Computed properties:
frontier orbital gap: 7.4 eV
ΔE to the lowest compared entry with this formula, charge and spin: 0.0 kJ/mol
M: 1769.7 g/mol

Structure (ORCA input):
```
! RIJCOSX wB97M-V def2-TZVPD def2/J DEFGRID3
* xyz 0 1
C -11.1572 8.4766 28.5675
C -11.6693 8.2595 30.0352
C -10.5633 7.5829 30.9174
C -9.5730 8.5007 31.5328
C -10.3268 9.5714 32.4108
C -11.3552 10.4074 31.5973
N -12.1787 9.4665 30.7788
O -13.1668 10.1643 30.0443
C -12.2500 11.1574 32.5833
C -10.6469 11.4577 30.7391
C -12.9161 7.3012 29.9966
H -10.6747 7.6176 28.1018
H -10.4106 9.2712 28.6278
H -11.9874 8.7641 27.9213
H -10.9589 6.8471 31.6195
H -10.0042 6.9633 30.2116
H -9.1199 9.0908 30.7315
H -8.8041 7.9367 32.0628
H -9.5420 10.2485 32.7605
H -10.6124 9.1459 33.3769
H -12.9743 10.5517 33.1296
H -11.7109 11.7091 33.3548
H -12.9562 11.8653 32.1444
H -11.3250 12.0684 30.1398
H -10.2250 12.2305 31.3879
H -9.7555 11.1402 30.1965
H -13.1792 6.8127 30.9363
H -12.7800 6.5288 29.2354
H -13.8021 7.7910 29.5890
H -12.6009 10.6550 29.4291
C -7.6058 17.3290 31.5025
C -8.6226 17.3669 30.3710
C -8.5860 15.9995 29.5667
C -9.3072 14.8321 30.2790
C -10.7491 15.2356 30.7150
C -10.8548 16.5635 31.5123
N -10.0683 17.6211 30.8046
O -10.2351 18.7721 31.4589
C -12.4000 16.9942 31.3103
C -10.4553 16.3248 32.9943
C -8.1743 18.3616 29.2475
H -6.7129 17.9140 31.2798
H -7.1773 16.3317 31.6179
H -7.8954 17.6454 32.5029
H -9.1619 16.1277 28.6478
H -7.5435 15.7891 29.3221
H -8.7069 14.6041 31.1643
H -9.2815 13.9685 29.6121
H -11.0694 14.3972 31.3405
H -11.4958 15.1617 29.9186
H -13.0245 16.1013 31.3886
H -12.5943 17.8132 32.0009
H -12.5364 17.3608 30.2897
H -10.5844 17.2126 33.6084
H -11.1364 15.5268 33.3010
H -9.4279 15.9609 32.9834
H -8.1267 19.3940 29.6011
H -8.9399 18.3496 28.4688
H -7.2343 18.0439 28.7962
H -10.7586 19.2728 30.8258
C -11.9822 10.5385 21.3323
C -12.8607 9.4794 20.5614
C -13.8733 10.3837 19.7586
C -14.6733 9.4229 18.7901
C -13.7107 8.7678 17.9338
C -12.5028 8.0021 18.5352
N -11.9852 8.7447 19.6996
O -10.8285 8.2136 20.2682
C -13.0001 6.5830 18.8861
C -11.3949 7.7805 17.5084
C -13.6354 8.5304 21.6207
H -12.6503 11.0314 22.0402
H -11.6470 11.2140 20.5449
H -11.1146 10.1538 21.8648
H -14.6860 10.6277 20.4461
H -13.4883 11.3332 19.3762
H -15.4434 9.9600 18.2344
H -15.1855 8.6521 19.3685
H -13.4174 9.4301 17.1147
H -14.2422 8.0180 17.3416
H -12.2912 6.0416 19.5143
H -13.8735 6.7137 19.5275
H -13.2125 5.9863 17.9989
H -10.6801 6.9996 17.7728
H -11.8026 7.6067 16.5099
H -10.7338 8.6346 17.3588
H -12.9910 7.7809 22.0901
H -14.3966 7.8992 21.1595
H -14.0017 9.1230 22.4635
H -10.1667 8.9174 20.2653
C -15.2871 17.8606 20.0427
C -14.8414 17.7207 21.4849
C -13.5028 16.9754 21.6742
C -12.3167 17.8369 21.5087
C -12.3936 19.0099 22.5030
C -13.6697 19.8353 22.3906
N -14.8625 18.9588 22.2295
O -16.1763 19.5385 22.2251
C -13.8983 20.7487 23.6409
C -13.6176 20.7193 21.1295
C -15.9020 16.8289 22.1421
H -14.4006 17.8208 19.4053
H -15.8088 18.7666 19.7408
H -15.8864 16.9834 19.7889
H -13.4224 16.7103 22.7316
H -13.5071 16.0061 21.1852
H -12.2587 18.2343 20.4929
H -11.4246 17.2246 21.6602
H -11.4599 19.5705 22.5184
H -12.5007 18.5511 23.4919
H -14.2886 20.0953 24.4231
H -12.9631 21.2220 23.9461
H -14.6125 21.5440 23.4274
H -14.5445 21.2406 20.8866
H -12.8395 21.4836 21.1138
H -13.5046 20.0377 20.2831
H -15.9205 15.8189 21.7231
H -16.9163 17.1702 21.9257
H -15.8453 16.8517 23.2316
H -16.5298 19.3410 23.1040
C -12.9055 3.7665 24.1174
C -12.7608 4.4217 25.5099
C -11.5574 5.4279 25.4796
C -11.9538 6.8537 24.8839
C -13.2299 7.3551 25.5249
C -14.4822 6.3795 25.4966
N -14.0480 5.0279 25.9258
O -15.0382 4.1075 26.2736
C -15.5714 6.9349 26.5315
C -15.0300 6.3392 24.1004
C -12.3986 3.3172 26.5805
H -12.9179 4.4248 23.2462
H -13.7939 3.1336 24.0315
H -12.0592 3.0762 24.1004
H -11.0664 5.4829 26.4543
H -10.8267 4.9863 24.7997
H -12.1823 6.7021 23.8262
H -11.1110 7.5483 24.9123
H -13.5147 8.2177 24.9188
H -12.9728 7.5806 26.5593
H -16.5718 6.6083 26.2394
H -15.3878 6.5554 27.5369
H -15.6213 8.0252 26.5080
H -15.6131 7.2472 23.9333
H -14.2574 6.3431 23.3304
H -15.6732 5.5159 23.7942
H -12.9081 2.3720 26.3966
H -12.4464 3.6336 27.6212
H -11.3466 3.0405 26.4559
H -15.3516 4.4036 27.1361
C -19.7911 12.8219 20.9257
C -20.2641 13.2000 22.3186
C -21.4023 12.2536 22.7950
C -20.8986 10.9569 23.3200
C -19.8879 11.1549 24.4442
C -18.6890 11.9056 23.9534
N -19.1223 13.1650 23.2992
O -18.0703 13.9897 22.8851
C -17.9406 12.3498 25.1694
C -17.7884 11.0173 23.0678
C -20.9387 14.5813 22.1938
H -19.3441 11.8284 21.0021
H -18.9724 13.4113 20.5107
H -20.6007 12.7506 20.1999
H -21.9468 12.7931 23.5700
H -22.0842 11.9741 21.9877
H -20.5074 10.3522 22.4959
H -21.6583 10.2996 23.7478
H -19.5343 10.1739 24.7741
H -20.3660 11.5981 25.3228
H -17.5836 11.4749 25.7204
H -16.9442 12.6982 24.8858
H -18.4033 13.0892 25.8215
H -18.3456 10.5264 22.2701
H -17.0145 11.5799 22.5359
H -17.2720 10.2430 23.6370
H -20.2646 15.3406 21.7886
H -21.3200 14.9761 23.1350
H -21.7041 14.4963 21.4204
H -17.6670 13.4078 22.2210
C -18.4769 9.9547 31.2228
C -17.4239 10.1566 30.0815
C -18.1251 10.5926 28.7333
C -18.5347 12.0836 28.8133
C -17.4340 13.0109 29.1875
C -16.6859 12.6347 30.4599
N -16.3778 11.1511 30.4063
O -15.4514 10.7911 31.3824
C -15.3400 13.4172 30.4747
C -17.4672 13.1100 31.6861
C -16.7139 8.7778 29.8506
H -17.9566 9.7143 32.1513
H -19.1237 9.1060 31.0024
H -19.1342 10.8180 31.3201
H -17.4596 10.3947 27.8889
H -19.0080 9.9681 28.5721
H -19.2404 12.3191 29.6194
H -19.1093 12.4562 27.9621
H -17.9524 13.9732 29.2334
H -16.6753 13.0562 28.4011
H -14.6927 13.0822 29.6654
H -15.5121 14.4881 30.5916
H -14.8041 13.1590 31.3920
H -18.4804 12.7149 31.7658
H -16.8739 12.6835 32.4966
H -17.5875 14.1935 31.7208
H -17.3523 8.0377 29.3649
H -16.4184 8.3954 30.8312
H -15.7895 8.9097 29.2828
H -14.7184 10.3983 30.8810
C -14.1891 11.6386 26.8589
C -13.1740 12.1423 25.7894
C -13.9376 12.6239 24.4749
C -14.4677 14.0508 24.6621
C -13.2412 14.9825 24.9989
C -12.6445 14.6587 26.4269
N -12.3166 13.2138 26.4331
O -11.5916 12.7827 27.5732
C -11.2745 15.3117 26.7713
C -13.6110 15.0442 27.6021
C -12.2525 11.0321 25.3546
H -14.6910 12.4771 27.3429
H -13.6519 10.9550 27.5164
H -14.9899 11.0801 26.3628
H -13.3580 12.6313 23.5451
H -14.8232 12.0137 24.2721
H -15.2107 14.1971 25.4519
H -15.0235 14.2762 23.7479
H -13.5311 16.0368 24.9731
H -12.4763 14.8890 24.2242
H -11.1582 15.2650 27.8545
H -10.4290 14.7740 26.3400
H -11.2278 16.3335 26.3888
H -13.6165 14.3323 28.4287
H -13.3550 16.0120 28.0466
H -14.6491 15.1075 27.2691
H -11.6571 11.4169 24.5246
H -12.7417 10.1528 24.9313
H -11.5900 10.6871 26.1484
H -10.7086 12.5997 27.2237
C -8.9474 18.7247 25.2847
C -7.8517 17.7670 25.4906
O -8.0580 16.5529 25.5247
N -6.6136 18.2757 25.5471
C -5.4103 17.5834 25.9399
H -9.8166 18.4221 25.8682
H -9.3345 18.6468 24.2687
H -8.7543 19.7790 25.4752
H -6.4830 19.2269 25.2504
H -5.1360 17.9687 26.9255
H -4.5279 17.6424 25.3048
H -5.6302 16.5308 26.1020
C -6.4786 15.2345 22.9464
C -7.7480 14.5691 22.4446
O -7.6479 14.0977 21.3137
N -8.8594 14.4591 23.1950
C -10.1453 13.9318 22.7702
H -6.7834 16.2413 23.2376
H -5.7617 15.2790 22.1303
H -6.1899 14.7483 23.8787
H -8.8130 14.8329 24.1317
H -10.8508 13.6608 23.5546
H -10.0094 13.0768 22.1117
H -10.5279 14.8132 22.2507
C -6.3729 8.1489 22.7343
C -7.4810 9.1440 22.4576
O -8.2197 9.0994 21.4656
N -7.7324 9.9894 23.4334
C -8.9288 10.8532 23.4181
H -6.5594 7.1913 22.2539
H -6.3583 7.9394 23.8057
H -5.3856 8.4995 22.4320
H -7.0808 9.9794 24.1999
H -9.2107 11.2952 22.4664
H -8.6936 11.7028 24.0584
H -9.7624 10.3138 23.8659
C -17.2147 21.7946 26.0505
C -16.9001 20.3037 25.9816
O -17.4360 19.5911 25.1869
N -15.8766 19.9234 26.7683
C -15.2764 18.5537 26.7828
H -16.2799 22.3509 25.9576
H -17.6626 22.0154 27.0235
H -17.9429 22.1710 25.3364
H -15.6229 20.5271 27.5350
H -14.2778 18.5785 26.3457
H -15.8926 17.7339 26.4180
H -15.1781 18.3226 27.8424
C -20.3599 16.6987 27.4557
C -20.5013 15.6905 26.3229
O -21.4051 14.8133 26.3576
N -19.6077 15.6872 25.3568
C -18.3052 16.3657 25.3713
H -20.8909 16.3591 28.3451
H -20.6806 17.6996 27.1717
H -19.3526 16.7219 27.8799
H -19.6218 14.8796 24.7389
H -18.1335 16.6899 24.3470
H -17.4999 15.6502 25.5628
H -18.2467 17.2380 26.0147
C -16.4475 13.1208 18.8162
C -15.4525 13.5418 19.8343
O -15.6172 13.2448 21.0333
N -14.5364 14.4077 19.4467
C -14.1846 14.6882 17.9951
H -16.0181 12.7446 17.8873
H -17.0931 13.9925 18.6943
H -17.0251 12.2948 19.2246
H -14.0353 14.8631 20.1867
H -13.6907 13.8018 17.5998
H -13.6413 15.6216 17.8628
H -15.0874 14.7983 17.3952
C -7.8063 9.6658 27.3891
C -8.0770 11.0843 27.0885
O -9.1877 11.5036 27.0015
N -7.0361 11.9133 26.9002
C -7.1959 13.2733 26.5515
H -8.3007 9.0221 26.6622
H -8.1357 9.3344 28.3749
H -6.7226 9.5482 27.3574
H -6.0855 11.6056 27.0192
H -6.2321 13.6286 26.1847
H -7.3225 13.8404 27.4760
H -7.9084 13.5876 25.7951
*
```

Here are the Löwdin charges for atoms 1 to 8, given in e:
1 C -0.01
2 C -0.42
3 C -0.16
4 C -0.17
5 C -0.11
6 C -0.47
7 N -0.07
8 O -0.05

Below is a cluster of 5 separate species, C11H15Cl8N2O4 in total in a non-equilibrium geometry, with properties calculated with wB97M-V/def2-TZVPD.

Computed properties:
frontier orbital gap: 8.6 eV
M: 522.9 g/mol

Structure (ORCA input):
```
! RIJCOSX wB97M-V def2-TZVPD def2/J DEFGRID3
* xyz 1 1
O -3.1368 -2.5685 -1.9054
N -3.0903 -2.4415 -0.7410
O -1.9541 -3.0350 -0.1856
C -0.7705 -2.3294 -0.5738
C -0.8006 -0.7941 -0.2058
C -0.8534 0.1540 -1.3311
C -0.8333 1.5859 -0.9592
C -0.8485 2.6700 -2.0967
O -1.8497 2.9899 -2.6543
O 0.3888 3.2125 -2.4238
C -0.7637 2.0467 0.4455
C -0.7390 0.9834 1.4674
N -0.7534 -0.3509 1.1043
H -0.5381 -2.4012 -1.6761
H 0.1425 -2.7494 -0.0552
H -0.9056 -0.1728 -2.4096
H 1.0841 2.7351 -1.9227
H -0.7210 3.1279 0.7102
H -0.6671 1.3364 2.5547
H -0.7245 -1.0823 1.8277
C 0.2156 4.0245 4.4708
Cl 1.6435 4.5686 3.5907
Cl -0.7816 2.9491 3.4697
H 0.5311 3.4844 5.3594
H -0.3779 4.8897 4.7541
C -1.8477 -1.9267 -4.9804
Cl -0.1209 -1.8805 -4.5770
Cl -2.0946 -2.2467 -6.6962
H -2.3228 -2.7146 -4.4022
H -2.2934 -0.9661 -4.7329
C 3.4044 -0.5427 -0.2603
Cl 2.6423 0.8255 -1.0851
Cl 2.9972 -2.0759 -1.0481
H 4.4833 -0.4112 -0.2862
H 3.0612 -0.5676 0.7648
C 1.9297 -2.0004 3.4384
Cl 0.2168 -2.3559 3.7111
Cl 2.4379 -2.5069 1.8213
H 2.0905 -0.9296 3.5395
H 2.5198 -2.5337 4.1791
*
```

Here are the Löwdin charges for atoms 1 to 8, given in e:
1 O 0.10
2 N 0.00
3 O -0.10
4 C -0.14
5 C -0.12
6 C 0.08
7 C -0.05
8 C -0.45

Below is a structure of composition C4H5ClN2 in a non-equilibrium geometry, with properties calculated with wB97M-V/def2-TZVPD.

Computed properties:
frontier orbital gap: 10.5 eV
ΔE to the lowest compared entry with this formula, charge and spin: 420.7 kJ/mol
M: 116.6 g/mol

Structure (ORCA input):
```
! RIJCOSX wB97M-V def2-TZVPD def2/J DEFGRID3
* xyz 0 1
C -0.7446 -0.3704 -0.3000
C -0.0113 -0.8227 0.8864
C 0.5081 0.5899 -0.5357
C 0.2832 1.9140 -0.0807
H -0.9900 -1.3014 -0.8722
H -0.0045 -0.2646 1.8797
H 0.1255 -1.9262 0.8002
H 1.4064 -1.2014 -0.9049
H 0.7496 0.7593 -1.5219
N 1.3515 -0.4687 0.1463
N -0.2186 2.8186 0.4833
Cl -2.4554 0.2737 0.0196
*
```

Here are the Löwdin charges for atoms 1 to 8, given in e:
1 C -0.61
2 C -0.22
3 C -0.38
4 C -0.19
5 H 0.11
6 H 0.15
7 H 0.11
8 H 0.22